Density functional theory data (the ωB97M-V functional and the def2-TZVPD basis) for a molecular structure, C26H23BaNS2Te2 at a distorted geometry.

The geometry in XYZ format:
```
55
Properties=species:S:1:pos:R:3:forces:R:3:mulliken_charge:R:1
Ba -0.86450 0.29242 -1.90453 0.14 -0.70 0.30 1.148
S 2.06654 1.51854 -2.19885 -0.45 -0.21 -0.17 -0.401
C 2.13824 1.33976 -0.46968 0.72 0.36 0.67 0.093
C 3.38247 1.59525 0.17710 -0.15 -0.04 -0.29 -0.733
C 3.44715 1.73536 1.53681 -0.20 -0.05 0.14 -0.061
C 2.27930 1.57381 2.29666 0.36 -0.14 -0.10 -0.581
C 1.15230 1.18237 1.62094 -0.34 -0.11 -0.12 -0.597
N 1.06505 1.07313 0.28858 -0.36 0.08 -0.56 -0.048
H 4.26250 1.69558 -0.44334 0.00 0.02 0.02 0.378
H 4.39340 1.95111 2.01940 0.00 0.02 -0.01 0.392
H 2.27365 1.67394 3.37304 0.00 -0.03 0.00 0.385
H 0.24309 0.93919 2.16203 0.01 0.01 0.01 0.373
C 1.24513 4.78693 -1.15807 -0.06 -0.02 0.11 -0.974
Te -0.63879 3.94117 -1.67345 0.20 0.28 -0.01 0.331
C -1.68118 5.56934 -0.74968 -0.09 -0.03 -0.06 -1.042
H 1.25965 4.98166 -0.08744 0.01 0.00 0.00 0.307
H 1.38800 5.70646 -1.72101 0.00 0.01 0.01 0.392
H 1.99847 4.04750 -1.41658 -0.01 0.00 -0.03 0.186
H -1.23126 6.50238 -1.08272 -0.01 0.01 0.01 0.275
H -1.62050 5.48617 0.33247 0.02 0.01 0.00 0.307
H -2.72435 5.54499 -1.05827 0.00 -0.02 0.01 0.287
C -0.46205 -2.24462 -2.00417 0.06 -0.13 -0.02 -0.735
C 0.09449 -2.62770 -0.96292 0.01 0.27 0.05 0.003
C 0.74972 -3.01863 0.24879 -0.02 0.11 -0.03 -0.719
C -0.06124 -3.64589 1.26076 0.01 -0.04 0.01 0.399
C 0.43814 -4.47219 2.30210 -0.02 0.03 -0.01 -0.310
C -0.39198 -5.06163 3.24137 0.04 0.02 -0.01 -0.505
C -1.77057 -4.88312 3.20820 -0.03 0.00 0.00 -0.456
C -2.29429 -4.11888 2.16469 -0.01 0.00 0.00 -0.461
C -1.47793 -3.53307 1.21879 0.02 0.02 0.04 -0.895
C 2.14914 -2.69351 0.36715 0.10 -0.11 -0.06 0.511
C 2.90851 -2.37941 -0.79678 -0.05 0.00 0.03 -0.632
C 4.24781 -2.05553 -0.74610 0.01 0.06 0.01 -0.448
C 4.93951 -1.99744 0.46477 -0.01 0.04 -0.01 -0.518
C 4.21558 -2.25154 1.62437 -0.01 -0.03 0.03 -0.680
C 2.87268 -2.58983 1.58668 -0.06 0.02 -0.07 -0.097
H 1.49202 -4.70700 2.33420 0.11 0.10 0.01 0.492
H 0.05213 -5.69117 4.00794 0.00 0.00 0.00 0.322
H -2.41529 -5.34050 3.94980 0.00 0.00 0.00 0.346
H -3.36743 -3.97467 2.08579 0.00 -0.01 0.00 0.347
H -1.91793 -2.96399 0.40938 -0.01 -0.01 -0.01 0.578
H 2.39900 -2.39695 -1.75213 -0.01 0.01 0.01 0.376
H 4.76311 -1.82580 -1.67424 0.00 -0.01 0.01 0.337
H 5.98991 -1.73169 0.50270 -0.01 0.00 0.00 0.347
H 4.70317 -2.16955 2.59247 0.00 0.00 0.00 0.302
H 2.35676 -2.71441 2.52691 -0.10 -0.10 0.06 0.544
Te -4.24370 -0.87397 -2.84228 0.17 0.31 0.04 -0.293
C -5.45294 0.85425 -2.99865 0.03 0.02 0.00 -0.212
C -5.09132 2.16787 -3.16642 0.00 -0.01 0.00 -0.317
C -6.18633 3.07527 -3.22873 0.00 0.01 0.00 -0.524
C -7.39215 2.45364 -3.11021 0.00 -0.02 0.00 -0.392
S -7.17236 0.75826 -2.92040 0.00 0.01 0.01 -0.188
H -4.05660 2.47334 -3.25393 0.00 0.00 -0.01 0.388
H -6.07702 4.14473 -3.35899 0.00 0.00 0.00 0.331
H -8.37494 2.89827 -3.12433 0.00 0.00 0.00 0.349
```
Positions in Å, forces in eV/Å.

Computed properties:
* E: -65775.1919 eV
* LUMO energy: 0.12320 Ha
* Kohn-Sham gap: 3.1 eV
* total charge: -2
* M: 806.1 g/mol

Density functional theory data (the ωB97M-V functional and the def2-TZVPD basis) for a molecular structure, C29H22Br3N5O4W at a distorted geometry.

The geometry in XYZ format:
```
64
Properties=species:S:1:pos:R:3:forces:R:3:mulliken_charge:R:1
W 0.00562 -0.96620 -0.62852 0.23 0.77 -0.40 2.363
O 2.45430 -0.55547 4.14187 0.10 -0.04 0.01 -0.631
C 1.45270 -1.41199 4.36502 -0.14 -0.13 -0.12 0.334
C 1.22715 -1.81584 5.68091 0.06 0.04 0.04 -0.680
C 0.21964 -2.70739 5.97716 0.06 0.06 -0.01 -0.385
C -0.61308 -3.21473 4.97548 -0.08 -0.07 -0.07 -1.045
C -0.42120 -2.81392 3.67736 -0.05 0.04 0.04 -0.263
C 0.60817 -1.91279 3.34869 -0.12 -0.06 -0.10 0.170
C 0.78147 -1.51736 1.97106 0.52 0.21 0.25 1.395
O -0.19666 -1.77575 1.07764 0.64 -0.54 0.49 -0.041
N 1.82664 -0.87592 1.54910 0.26 0.08 -0.08 -1.215
N 1.73363 -0.55771 0.15602 -0.03 0.32 0.94 0.028
C 2.30810 -1.67230 -0.69239 -0.01 -0.06 -0.87 -0.801
C 2.54731 -1.05716 -2.03181 0.19 -0.08 -0.11 0.504
C 3.71774 -1.01481 -2.75668 0.01 -0.03 0.07 -1.079
C 3.65630 -0.54454 -4.06134 -0.07 -0.02 0.05 -0.340
C 2.43316 -0.12950 -4.57377 0.14 -0.01 0.04 -1.001
C 1.31531 -0.16736 -3.76556 -0.48 0.23 0.00 0.078
N 1.37204 -0.62013 -2.50945 0.55 -0.64 0.80 -0.237
H 2.62085 -0.47965 3.18432 -0.06 0.06 -0.02 0.453
H 1.88508 -1.42467 6.44527 -0.03 -0.02 0.02 0.487
H 0.07834 -3.02492 7.00180 0.00 0.01 0.00 0.419
H -1.39338 -3.92149 5.21965 0.00 0.01 0.00 0.460
H -1.05349 -3.19196 2.88345 -0.01 -0.01 0.03 0.542
H 3.19812 -2.06531 -0.20582 -0.21 -0.10 0.31 0.807
H 4.64409 -1.35787 -2.31692 0.00 -0.02 -0.03 0.534
H 4.54873 -0.52345 -4.67230 -0.02 0.04 -0.02 0.480
H 2.34488 0.22005 -5.59204 -0.04 0.01 0.01 0.492
H 0.35291 0.17134 -4.12744 0.01 -0.05 -0.01 0.422
O -3.95746 1.26662 3.92724 -0.24 -0.07 0.15 -0.504
C -3.15929 0.97377 2.92116 0.34 -0.09 -0.41 0.836
C -1.98683 1.67099 2.60224 -0.11 0.10 0.18 -0.734
C -1.24730 1.27699 1.51745 0.16 0.06 -0.30 -0.619
N -1.57325 0.23697 0.73009 -0.24 -0.49 -0.17 0.180
C -2.67572 -0.45098 1.08327 0.21 -0.23 -0.34 0.136
Br -3.00997 -2.03865 0.09160 -0.40 0.10 0.40 0.037
C -3.50169 -0.12652 2.12171 -0.12 0.10 0.16 -0.612
H -3.66614 2.02363 4.45093 0.09 0.04 -0.04 0.337
H -1.65674 2.51122 3.19906 0.00 0.01 -0.03 0.405
H -0.34560 1.81177 1.24685 -0.02 -0.02 0.05 0.366
H -4.38459 -0.70885 2.34266 0.02 -0.01 0.01 0.574
C 1.78162 2.48837 -0.17269 0.07 0.06 0.03 -1.559
C 0.67769 2.44804 -1.17953 -0.01 -0.31 0.31 1.027
C 0.40919 3.64424 -1.88002 -0.16 0.10 -0.15 -1.376
C -0.63432 3.74123 -2.74956 0.14 0.09 0.12 -1.011
C -1.42857 2.60256 -2.99401 0.00 -0.20 0.10 0.401
C -2.52355 2.54568 -3.89560 -0.11 0.10 -0.12 -0.028
Br -3.07028 4.10098 -4.80829 0.05 -0.15 0.09 -0.127
C -3.19280 1.37268 -4.12693 -0.04 0.17 -0.10 -0.234
C -2.78921 0.19542 -3.48531 0.23 -0.56 0.25 -0.129
Br -3.62339 -1.44794 -3.85167 0.01 0.22 -0.01 -0.081
C -1.74529 0.22496 -2.59018 -0.37 0.54 -0.45 0.357
O -1.29399 -0.85263 -1.92187 -0.67 0.24 -0.73 -0.550
C -1.07237 1.42723 -2.30814 -0.03 0.04 0.03 0.211
N -0.05521 1.35296 -1.37731 -0.11 -0.15 -0.38 0.028
H 2.71157 2.78982 -0.65924 -0.01 -0.03 -0.03 0.504
H 1.94038 1.54044 0.31856 0.05 0.01 0.05 0.082
H 1.57045 3.26211 0.56927 -0.04 0.01 -0.02 0.453
H 1.04640 4.49666 -1.68915 0.00 -0.01 0.04 0.573
H -0.85302 4.67310 -3.25315 0.01 -0.01 -0.02 0.419
H -4.02409 1.34095 -4.81718 0.01 0.00 0.00 0.501
C 1.17324 -2.73742 -0.97135 0.64 -0.06 0.13 -1.058
H 1.33167 -3.23498 -1.92281 -0.38 0.25 -0.20 0.564
H 1.17403 -3.49263 -0.18887 -0.39 0.14 0.11 0.383
```
Positions in Å, forces in eV/Å.

Computed properties:
* E: -258008.9876 eV
* LUMO energy: -0.28621 Ha
* Kohn-Sham gap: 5.5 eV
* total charge: +2
* M: 928.1 g/mol

Density functional theory data (the ωB97M-V functional and the def2-TZVPD basis) for 7 unconnected molecules or ions with the total composition C39H35F7N2O2S2 at a distorted geometry.

The geometry in XYZ format:
```
87
Properties=species:S:1:pos:R:3:forces:R:3:mulliken_charge:R:1
C -0.43493 -3.37150 2.59710 -0.72 0.43 -0.27 -1.038
C -1.19461 -2.78100 1.41356 1.21 0.00 -0.09 -0.536
N -1.91317 -1.55212 1.81007 -0.47 -0.76 0.19 0.322
N -1.62898 -0.41327 0.98060 0.73 0.67 0.42 -0.626
C -0.83285 0.36412 1.52884 -0.77 -0.87 0.00 0.566
S 0.15055 1.27204 2.28520 0.10 0.37 -0.19 -0.326
S -3.54420 -1.73676 2.03764 -0.83 1.70 -2.07 1.085
O -4.16215 -0.47511 1.85737 0.19 0.23 0.55 -0.555
O -4.07715 -2.82380 1.29720 0.34 -0.86 0.71 -0.562
F -3.58559 -2.04973 3.54218 0.19 -0.57 0.40 -0.194
H 0.22319 -4.15687 2.25007 0.05 -0.27 0.07 0.256
H -1.14993 -3.73395 3.33013 0.15 -0.25 0.24 0.338
H 0.15347 -2.57225 3.03252 0.20 -0.02 0.23 0.297
H -0.44475 -2.46032 0.69763 -0.04 0.18 -0.24 0.374
H -1.81142 -3.50653 0.89295 -0.39 0.06 0.12 0.438
F 3.12155 0.32634 1.99607 0.08 -0.07 0.02 -0.263
C 4.07862 1.20649 1.63193 0.17 0.14 -0.08 0.387
C 4.59620 1.13951 0.35442 -0.07 -0.15 -0.15 -0.313
C 5.57695 2.04709 -0.01806 0.00 0.05 0.13 -0.381
C 6.02941 2.99611 0.88827 0.05 0.04 -0.02 -0.505
C 5.49739 3.04215 2.16944 0.01 -0.04 -0.12 -0.356
C 4.50997 2.14430 2.54742 -0.09 0.01 0.20 -0.493
H 4.23373 0.38731 -0.33408 -0.03 0.01 0.02 0.439
H 5.98801 2.01277 -1.01774 0.00 -0.02 -0.01 0.372
H 6.79669 3.69986 0.59527 0.00 0.00 0.00 0.376
H 5.85181 3.77856 2.87763 -0.02 0.01 0.02 0.361
H 4.07702 2.16759 3.53878 0.00 -0.03 0.00 0.412
F -2.41020 -0.22901 -5.61861 0.00 0.01 -0.02 -0.350
C -2.77662 -0.90836 -4.51186 -0.07 -0.12 0.18 0.341
C -2.29449 -0.50260 -3.28430 0.20 0.18 -0.01 -0.641
C -2.67758 -1.19693 -2.14638 -0.07 -0.13 -0.04 0.173
C -3.52714 -2.29076 -2.25104 -0.02 -0.06 0.04 -0.495
C -3.99671 -2.68654 -3.49654 0.08 0.09 0.06 -0.411
C -3.62492 -1.98991 -4.63809 -0.09 -0.07 -0.17 -0.580
H -1.62899 0.34889 -3.22265 -0.02 0.01 -0.04 0.490
H -2.31231 -0.87935 -1.17802 -0.03 0.01 -0.08 0.408
H -3.82377 -2.83136 -1.36159 -0.02 0.02 0.01 0.401
H -4.65605 -3.53992 -3.58078 -0.02 0.00 -0.02 0.375
H -3.98734 -2.27720 -5.61622 0.03 0.02 -0.01 0.425
F -3.20580 5.36854 -0.31421 0.00 0.02 0.02 -0.318
C -3.38935 4.69094 -1.46737 -0.04 -0.18 -0.23 0.503
C -3.62236 3.33117 -1.41589 0.01 -0.11 0.21 -0.704
C -3.81405 2.64023 -2.60392 0.00 0.11 -0.06 -0.382
C -3.76106 3.31135 -3.81831 0.00 -0.04 -0.06 -0.682
C -3.52157 4.67880 -3.84577 -0.01 -0.12 0.05 -0.362
C -3.33808 5.37907 -2.66279 -0.03 0.00 0.15 -0.532
H -3.65262 2.82449 -0.45959 -0.02 0.02 0.00 0.552
H -4.00436 1.57595 -2.58132 -0.01 -0.01 0.03 0.568
H -3.90643 2.76703 -4.74240 0.01 -0.01 0.00 0.391
H -3.47653 5.20407 -4.79050 0.00 0.04 0.01 0.374
H -3.16024 6.43905 -2.66173 0.02 0.06 0.06 0.581
F 2.69791 -3.74598 3.23973 -0.01 -0.04 0.01 -0.204
C 3.97688 -4.01410 2.89751 0.23 -0.02 -0.07 0.450
C 4.46060 -5.29557 3.06072 -0.12 -0.17 0.09 -0.211
C 5.77388 -5.56719 2.70693 0.03 0.14 -0.04 -0.607
C 6.58299 -4.55724 2.20476 0.05 -0.02 -0.02 -0.533
C 6.07640 -3.27367 2.05173 -0.01 -0.13 0.03 -0.453
C 4.76136 -2.99651 2.39548 -0.07 0.21 -0.03 -0.438
H 3.81762 -6.06720 3.46143 0.00 -0.01 -0.02 0.287
H 6.16523 -6.56859 2.82366 -0.02 -0.01 0.02 0.375
H 7.60789 -4.77117 1.93288 0.00 0.00 0.00 0.371
H 6.70627 -2.48404 1.66437 -0.02 0.02 -0.01 0.389
H 4.34426 -2.00576 2.27818 -0.04 0.03 0.02 0.586
F 0.86447 -6.67914 1.35240 0.01 0.03 0.00 -0.327
C 0.43717 -7.38415 2.41908 -0.11 -0.17 0.29 0.224
C 0.89673 -7.04874 3.67776 0.19 0.22 0.00 0.105
C 0.45217 -7.77118 4.77485 -0.08 -0.09 -0.09 -0.679
C -0.43684 -8.82250 4.60252 -0.02 -0.04 0.07 -0.443
C -0.88539 -9.14780 3.33040 0.07 0.08 0.06 -0.397
C -0.45157 -8.42340 2.22968 -0.07 -0.04 -0.25 -0.491
H 1.59423 -6.23018 3.79501 -0.06 0.06 -0.04 0.445
H 0.80099 -7.51209 5.76532 0.02 0.02 0.00 0.376
H -0.77977 -9.38698 5.45913 0.00 0.00 0.00 0.377
H -1.57565 -9.96887 3.19272 -0.02 0.01 -0.02 0.369
H -0.79673 -8.65828 1.23155 0.02 0.01 -0.01 0.430
F -2.51737 7.85794 -4.07220 0.06 0.18 -0.15 -0.227
C -2.03280 9.10880 -3.91337 0.08 0.22 0.02 0.416
C -2.68381 9.97424 -3.05858 -0.18 -0.07 0.12 -0.409
C -2.18076 11.25625 -2.89445 0.10 -0.02 -0.09 -0.348
C -1.04722 11.65514 -3.58919 0.02 0.06 0.01 -0.544
C -0.41102 10.76870 -4.44703 -0.09 0.03 0.09 -0.333
C -0.90203 9.48180 -4.60988 0.10 -0.14 -0.14 -0.452
H -3.57005 9.64528 -2.53219 0.01 -0.03 -0.01 0.417
H -2.67536 11.94468 -2.22297 -0.03 -0.01 0.00 0.354
H -0.66008 12.65705 -3.46136 0.00 0.00 0.00 0.361
H 0.47016 11.07913 -4.99180 0.02 -0.02 0.00 0.353
H -0.41707 8.77265 -5.26732 -0.03 -0.01 0.00 0.406
```
Positions in Å, forces in eV/Å.

Computed properties:
* E: -88776.1165 eV
* LUMO energy: -0.02136 Ha
* SMILES string: CCN(N=C=S)S(=O)(=O)F.Fc1ccccc1.Fc1ccccc1.Fc1ccccc1.Fc1ccccc1.Fc1ccccc1.Fc1ccccc1
* Kohn-Sham gap: 8.3 eV
* total charge: 0
* M: 760.8 g/mol

Density functional theory data (the ωB97M-V functional and the def2-TZVPD basis) for a single C4H8N2O molecule at a distorted geometry.

The geometry in XYZ format:
```
15
Properties=species:S:1:pos:R:3:forces:R:3:mulliken_spin:R:1
C -0.43344 0.32385 0.18934 1.86 -2.81 7.26 0.862
C -0.36042 0.92105 -1.01522 -4.26 3.46 -6.77 0.918
C 1.41112 -1.52938 0.32174 0.56 -0.11 -0.56 0.092
C 0.02035 -1.00320 0.74272 0.37 2.68 2.01 -0.012
N -1.40402 1.15262 0.74602 0.48 0.04 0.18 0.273
N -1.41675 2.18057 -0.29232 2.24 -1.35 -1.35 0.028
O 0.16653 0.74906 -2.25013 -0.56 0.44 2.40 -0.130
H 1.47603 -1.49344 -0.83474 0.08 -0.24 1.89 0.008
H 1.40174 -2.60633 0.67855 0.51 1.20 -0.65 -0.007
H 2.33772 -0.96943 0.76320 -1.92 -0.92 -0.72 -0.032
H -0.03931 -0.84193 1.94533 -0.16 -1.01 -2.76 0.015
H -0.74225 -1.62978 0.31969 -0.51 -1.44 0.45 0.003
H -1.18553 1.54807 1.67742 -0.40 -0.44 -0.65 -0.002
H -2.21577 1.98712 -0.88290 -0.35 0.02 0.28 -0.040
H 0.98399 1.21115 -2.10871 2.07 0.48 -1.03 0.025
```
Positions in Å, forces in eV/Å.

Computed properties:
* E: -9296.8743 eV
* LUMO energy (alpha / beta): 0.03432 / -0.05035 Ha
* multiplicity: 3
* Kohn-Sham gap (alpha / beta): 5.1 / 8.4 eV
* expectation value of S²: 2.009
* total charge: 0
* M: 100.1 g/mol